The following is a quantum chemistry calculation of a structure of composition C28H33N9SeTi at a distorted geometry, from the Open Molecules 2025 dataset.

Geometry (Å):
Ti  -7.270164  -4.714296  -12.578162
C  -5.422153  -6.086079  -12.589186
C  -5.265948  -5.385186  -11.399329
C  -6.293714  -5.700905  -10.547181
C  -7.110481  -6.693354  -11.190971
C  -6.548395  -6.936395  -12.445919
H  -4.808445  -5.976296  -13.443773
H  -4.482606  -4.649187  -11.179098
H  -6.402908  -5.369729  -9.489438
H  -7.952932  -7.233556  -10.730343
H  -6.825044  -7.706283  -13.142198
N  -3.411775  0.772617  -14.890361
C  -4.758803  0.160115  -14.985402
C  -5.104523  -0.620431  -13.610810
C  -5.727852  -2.034640  -13.918456
N  -6.051407  -2.816377  -12.682179
C  -4.875843  -2.904998  -14.775712
C  -4.167222  -2.134510  -15.862328
N  -2.740695  -1.803596  -15.460394
C  -4.854657  -0.813192  -16.197730
H  -3.246872  1.309673  -14.058909
H  -3.144888  1.441485  -15.661726
H  -2.775291  -0.060868  -15.013557
H  -5.453673  0.985265  -15.118388
H  -5.773477  -0.084701  -12.992207
H  -4.144010  -0.717940  -13.031293
H  -6.719197  -1.862605  -14.393315
H  -6.703775  -2.162265  -12.205661
H  -5.288900  -2.804284  -12.039080
H  -5.467986  -3.688767  -15.336383
H  -4.139020  -3.377048  -14.148000
H  -4.096452  -2.687593  -16.802366
H  -2.098596  -1.861901  -16.257525
H  -2.439610  -2.625064  -14.954602
H  -5.862318  -0.990339  -16.452566
H  -4.359297  -0.242740  -16.962487
Se  -12.260243  -3.584903  -18.584918
N  -11.780393  -2.601484  -17.153499
C  -10.725088  -3.186114  -16.701463
C  -10.234582  -2.791045  -15.342971
C  -10.654341  -1.669225  -14.579603
C  -10.040301  -1.390761  -13.398838
C  -9.036323  -2.197825  -12.887201
N  -8.653705  -3.298612  -13.543656
C  -9.185716  -3.503896  -14.754059
C  -8.644792  -4.724466  -15.434898
N  -7.665474  -5.411879  -14.724834
C  -6.972389  -6.271360  -15.431405
C  -7.277861  -6.688607  -16.750488
C  -8.303715  -6.088508  -17.395111
C  -9.057569  -5.071203  -16.741652
C  -10.148527  -4.321486  -17.393960
N  -10.845312  -4.701466  -18.445235
H  -11.486899  -1.049125  -14.946213
H  -10.355199  -0.573823  -12.866104
H  -8.704492  -2.255804  -11.812011
H  -6.140764  -6.769918  -14.942641
H  -6.685257  -7.489500  -17.187124
H  -8.661904  -6.533027  -18.363918
N  -12.395926  -4.978095  -9.249140
C  -11.213617  -4.871469  -9.834197
C  -11.006360  -5.458850  -11.092939
C  -9.890359  -5.325008  -11.772996
N  -8.859003  -4.614946  -11.288901
C  -9.023768  -4.008785  -10.083288
C  -10.136087  -4.150369  -9.314585
H  -13.129272  -5.382594  -9.762216
H  -12.684830  -4.487565  -8.392076
H  -11.811426  -5.917023  -11.544834
H  -9.670956  -5.783968  -12.755534
H  -8.132979  -3.528923  -9.727111
H  -10.170394  -3.770585  -8.286369

Force components x, y, z for each atom (eV/Å):
-0.2 -0.5 -0.6
-0.4 0.0 -0.5
1.3 1.8 -0.1
-1.5 -0.5 1.6
0.0 -0.1 0.8
0.2 -0.1 -0.2
0.6 -0.2 -0.6
-0.3 -0.5 -0.1
0.0 -0.2 -1.1
0.5 0.5 -0.4
-0.3 0.0 -0.1
1.1 0.2 -1.8
-1.9 -0.9 1.1
1.8 -1.0 -1.2
-0.7 0.7 -0.1
-1.8 1.1 0.7
-0.3 -0.7 -1.6
1.9 1.2 -1.6
-0.4 -0.8 -0.1
1.5 0.9 1.9
0.1 0.1 0.9
-0.8 -0.8 0.5
0.3 0.0 0.6
-0.2 -0.1 0.0
-0.8 0.9 0.5
-0.8 -0.2 -0.4
0.7 0.0 0.2
0.1 -0.6 0.0
1.1 -0.1 0.2
0.4 0.6 1.1
0.3 -0.5 0.2
-0.3 -0.3 0.2
-0.4 0.4 -0.2
0.4 0.1 0.6
-1.2 0.1 -0.4
0.1 -0.4 -1.0
0.8 0.0 -0.1
-0.8 -0.7 -1.2
1.2 0.1 2.4
0.8 0.9 0.1
-0.8 -0.7 -2.0
1.1 -0.9 0.2
-0.4 -1.4 1.2
0.3 0.7 -0.1
0.1 -2.7 -1.3
-0.5 0.8 0.0
-0.6 1.7 -0.1
0.7 -1.9 -0.7
1.1 0.2 1.3
-2.1 -0.7 -1.1
1.1 0.2 0.1
-1.1 0.2 0.7
0.0 0.5 0.3
0.5 -0.3 0.2
-0.7 1.9 1.4
-0.4 1.1 -1.2
-0.2 0.0 -0.1
-0.1 0.2 0.0
0.5 0.9 0.8
0.5 0.9 1.1
-0.6 0.3 0.2
-1.3 0.1 0.6
2.2 0.0 -1.5
0.3 0.7 0.6
0.7 -1.0 0.0
0.5 0.5 1.1
-1.1 -0.7 -0.5
0.6 -0.4 -0.6
-1.6 -1.3 -0.9
-0.7 0.0 0.4
0.1 0.4 0.4
0.1 0.1 -0.6

Energy above the lowest of the compared OMol25 structures with the same formula, charge and spin in kcal per mole: 18.6
LUMO level in eV: -12.625
Electronic energy in eV: -131408.02117
Total charge: +4
HOMO energy in eV: -18.49

Mulliken atomic charge list, values in e, 8 entries:
1 Ti 0.04
2 C -0.37
3 C -0.97
4 C -0.27
5 C -0.62
6 C -0.30
7 H 0.61
8 H 0.71